No. 1
{
  "formula": "C16H32N6O4S2",
  "method": "ωB97M-V/def2-TZVPD",
  "lumo_energy_ev": -1.541,
  "largest_force_ev_per_a": 1.5,
  "species": ["C", "N", "C", "C", "O", "C", "N", "C", "N", "C", "N", "N", "S", "S", "C", "O", "O", "H", "H", "H", "H", "H", "H", "H", "H", "H", "H", "H", "H", "H", "H", "C", "C", "C", "C", "C", "C", "N", "O", "C", "C", "C", "H", "H", "H", "H", "H", "H", "H", "H", "H", "H", "H", "H", "H", "H", "H", "H", "H", "H"],
  "xyz": [[-4.76908, -3.56462, 3.70531], [-4.03689, -3.58189, 2.42814], [-3.70429, -4.97088, 2.07368], [-4.84593, -3.02087, 1.40612], [-6.02430, -3.13317, 1.36170], [-4.15246, -2.21932, 0.32209], [-2.78048, -1.80460, 0.64984], [-1.77027, -2.59772, 0.18881], [-1.98504, -3.70206, -0.52345], [-0.79625, -4.21741, -0.79898], [0.17579, -3.45837, -0.28547], [-0.41308, -2.38654, 0.35467], [0.61296, -1.22912, 1.05852], [-2.66809, -0.41081, 1.56955], [-1.94800, -0.89309, 3.10786], [-4.02671, -0.05265, 1.84096], [-1.85200, 0.54458, 0.89574], [-4.09743, -3.87901, 4.49993], [-5.13556, -2.55911, 3.89180], [-5.62556, -4.24067, 3.68699], [-2.90533, -5.33374, 2.71661], [-3.36788, -5.04287, 1.04378], [-4.57780, -5.61877, 2.18432], [-4.76315, -1.35577, 0.09682], [-4.11268, -2.83762, -0.57199], [-0.64094, -5.12459, -1.35495], [1.17484, -3.57559, -0.32857], [1.29704, -1.97579, 1.97515], [-1.79591, -1.96676, 3.15921], [-1.03230, -0.33360, 3.25585], [-2.67471, -0.60742, 3.86337], [4.77281, 3.49528, -2.96360], [3.97451, 3.62069, -1.65302], [2.79481, 4.57701, -1.87648], [1.65759, 4.01641, -2.74075], [1.53678, 2.48739, -2.63983], [2.13858, 1.89666, -1.36214], [3.53381, 2.26582, -1.27336], [4.13993, 1.73304, -0.18374], [2.10327, 0.37825, -1.47971], [1.29941, 2.30030, -0.13811], [4.88063, 4.24014, -0.60137], [5.62631, 2.83358, -2.81201], [5.14758, 4.46900, -3.29851], [4.15927, 3.07613, -3.76290], [2.38984, 4.86068, -0.90204], [3.16992, 5.50525, -2.31606], [0.72014, 4.48494, -2.43211], [1.79983, 4.29881, -3.78620], [0.48641, 2.19337, -2.72143], [2.04112, 2.02729, -3.49454], [2.74676, 0.03923, -2.29337], [1.08217, 0.02597, -1.67914], [2.45654, -0.07493, -0.55980], [0.26757, 1.95313, -0.25119], [1.27136, 3.37940, 0.00999], [1.71659, 1.84937, 0.76449], [5.20355, 5.22613, -0.94717], [5.76419, 3.63077, -0.42824], [4.36021, 4.36070, 0.34892]],
  "forces_ev_per_angstrom": [[0.0, -0.1, -0.2], [-0.1, -0.1, 0.4], [0.2, 0.0, -0.1], [0.9, 0.2, -0.1], [-1.5, 0.0, 0.0], [0.3, -0.5, -0.3], [-0.2, -0.5, -0.5], [0.5, 0.4, 0.3], [0.0, -0.1, 0.0], [-0.3, 0.3, 0.1], [-0.1, -0.4, -0.4], [0.1, -0.5, 0.3], [0.2, 0.8, -0.1], [-0.3, 1.3, 0.4], [0.1, 0.0, 0.4], [-0.1, -0.4, 0.0], [0.4, -0.4, -0.1], [0.1, 0.1, 0.1], [0.1, 0.1, 0.1], [-0.1, 0.0, 0.0], [0.0, 0.0, 0.1], [0.1, 0.1, -0.1], [-0.1, -0.1, 0.0], [0.0, 0.1, 0.1], [0.1, 0.0, -0.1], [0.2, 0.0, 0.0], [0.1, 0.3, 0.1], [-0.5, -0.4, -0.1], [0.0, -0.1, -0.1], [0.1, 0.0, -0.1], [-0.1, 0.0, 0.0], [0.1, 0.1, -0.1], [0.0, 0.1, -0.4], [-0.3, 0.1, 0.1], [0.0, 0.0, 0.0], [0.0, 0.1, -0.2], [-0.3, 0.1, -0.3], [0.3, -0.1, 0.2], [0.0, -0.1, 0.2], [-0.2, -0.4, -0.1], [-0.2, 0.0, 0.2], [0.1, 0.1, 0.2], [0.0, 0.0, 0.0], [0.0, 0.0, 0.0], [0.0, 0.0, 0.0], [0.1, 0.0, 0.0], [0.1, 0.0, 0.0], [0.0, 0.0, 0.0], [0.0, 0.0, 0.0], [0.0, 0.0, 0.1], [0.1, 0.0, 0.1], [0.0, 0.1, 0.0], [0.0, 0.1, 0.0], [0.2, 0.1, 0.0], [0.0, 0.0, 0.0], [0.0, 0.0, 0.0], [0.1, 0.1, 0.0], [0.0, 0.0, 0.0], [-0.1, -0.1, 0.0], [0.0, -0.1, 0.0]]
}

=====

No. 2
{
  "formula": "C16H32O",
  "method": "ωB97M-V/def2-TZVPD",
  "lumo_energy_ev": 0.535,
  "largest_force_ev_per_a": 16.6,
  "e_above_lowest_kj_mol": 1487.36,
  "species": ["C", "C", "C", "C", "C", "C", "C", "C", "C", "C", "C", "C", "C", "C", "C", "C", "O", "H", "H", "H", "H", "H", "H", "H", "H", "H", "H", "H", "H", "H", "H", "H", "H", "H", "H", "H", "H", "H", "H", "H", "H", "H", "H", "H", "H", "H", "H", "H", "H"],
  "xyz": [[-1.02799, -3.52127, 1.29345], [-1.40635, -2.98502, -0.13393], [-2.24094, -1.62134, 0.01381], [-2.79168, -1.16961, -1.32823], [-3.66065, -0.04002, -1.32926], [-3.01457, 1.23598, -0.48688], [-1.87630, 1.70254, -1.20814], [-1.03057, 2.98653, -0.82939], [-0.41203, 2.62481, 0.53514], [0.60241, 1.33857, 0.53642], [1.22706, 1.33309, 1.88819], [1.94388, -0.10077, 1.82572], [3.55064, -0.29406, 1.43520], [3.84510, 0.39765, 0.14623], [3.26861, -0.69592, -1.05041], [3.49322, -0.26472, -2.19686], [4.02259, -1.08503, -3.15407], [3.29869, 0.78591, -2.41669], [3.79702, -1.56990, -0.82764], [2.16142, -0.69156, -0.71092], [4.86140, 0.37458, -0.10225], [3.29290, 1.39729, 0.07840], [4.01196, 0.71302, 2.27449], [3.91887, -1.04077, 1.89748], [1.54254, -0.76402, 1.05798], [2.09194, -0.55240, 2.94237], [0.54254, 0.95124, 2.65914], [2.00897, 2.11932, 2.04617], [1.20022, 1.50719, -0.14984], [0.00786, 0.46088, 0.37195], [0.23149, 3.57155, 0.92413], [-1.16331, 2.38945, 1.25231], [-1.65131, 3.85126, -0.52282], [-0.25085, 3.16951, -1.41915], [-1.13437, 0.94385, -1.58460], [-2.12676, 2.39208, -2.29634], [-2.58581, 1.04252, 0.28168], [-3.67657, 2.15914, -0.14116], [-4.04374, 0.47132, -2.15782], [-4.68903, 0.04076, -0.48421], [-1.88938, -1.01978, -1.76120], [-3.58379, -1.81739, -1.58307], [-1.90595, -1.01627, 0.61430], [-3.32844, -2.08139, 0.67475], [-0.80112, -2.68997, -0.83411], [-1.99414, -3.80245, -0.65544], [-0.39147, -4.52286, 1.10770], [-0.34576, -2.92656, 1.77002], [-1.89843, -3.68693, 1.73744]],
  "forces_ev_per_angstrom": [[4.2, -2.6, -5.9], [-5.1, -0.4, 3.8], [-8.4, -10.6, -3.4], [-1.4, -1.1, 3.0], [-3.2, 6.9, 7.3], [-6.0, 3.1, -8.2], [3.0, 5.6, -7.6], [-3.2, -2.7, 6.4], [3.4, 1.0, 0.0], [-8.1, 2.8, 6.2], [2.3, -4.3, -0.6], [4.4, -1.5, 2.6], [-4.0, 12.1, 1.4], [-2.2, -2.1, -1.9], [-3.7, -1.1, 13.5], [4.6, -0.4, -15.9], [-2.5, 4.7, 4.5], [-0.1, 0.1, -0.6], [0.2, -1.8, 0.3], [1.6, -0.3, -1.0], [1.6, 0.9, -0.1], [1.2, -1.5, 0.0], [-0.9, -2.9, -2.0], [2.9, -5.9, 2.0], [-1.0, -0.2, 0.9], [-1.3, 0.6, -2.6], [-0.2, 1.9, 0.2], [-1.2, -0.5, 0.4], [5.9, 1.2, -6.6], [-0.2, -0.5, -0.1], [-1.4, -2.1, -0.5], [-0.7, 0.2, 0.7], [0.1, -0.2, -1.2], [2.6, 1.0, -3.1], [-0.9, 0.5, 0.6], [-0.4, -3.0, 2.0], [4.1, -3.8, 10.2], [0.7, -2.0, -1.3], [-0.3, -0.2, -1.8], [2.5, -1.8, -2.7], [2.1, 0.2, -3.3], [0.6, -2.5, -1.5], [4.1, 6.6, 5.9], [2.9, 1.6, -1.6], [5.0, 0.9, -3.3], [0.1, 1.1, 0.7], [-1.7, 1.8, 0.7], [1.3, 1.9, 1.6], [-3.4, -0.8, 2.4]]
}

=====

No. 3
{
  "formula": "C16H32O3S2",
  "method": "ωB97M-V/def2-TZVPD",
  "smiles": "CCCCCCCCCCCCS[C@H]1CS(=O)(=O)C[C@@H]1O",
  "lumo_energy_ev": 0.590,
  "largest_force_ev_per_a": 0.9,
  "e_above_lowest_kj_mol": 0.00,
  "species": ["C", "C", "C", "C", "C", "C", "C", "C", "C", "C", "C", "C", "S", "C", "C", "S", "O", "O", "C", "C", "O", "H", "H", "H", "H", "H", "H", "H", "H", "H", "H", "H", "H", "H", "H", "H", "H", "H", "H", "H", "H", "H", "H", "H", "H", "H", "H", "H", "H", "H", "H", "H", "H"],
  "xyz": [[3.39435, -4.33684, -1.84777], [2.67292, -3.11812, -1.28222], [2.68187, -1.93129, -2.24911], [1.70199, -2.05995, -3.42386], [0.38646, -1.30636, -3.21570], [-0.50927, -1.92739, -2.14750], [-1.83434, -1.18034, -2.00880], [-2.72507, -1.80517, -0.93482], [-3.99954, -1.00467, -0.65540], [-3.77523, 0.29185, 0.12509], [-3.41682, 0.05328, 1.59079], [-3.12789, 1.34965, 2.33204], [-1.70855, 2.28720, 1.66580], [-0.31121, 1.19196, 2.13217], [0.08248, 0.26584, 0.99783], [1.49399, 1.11026, 0.19828], [1.27477, 1.30784, -1.20400], [2.70008, 0.42389, 0.59625], [1.40165, 2.65158, 1.16243], [0.90830, 2.08300, 2.48100], [1.90207, 1.35033, 3.13770], [3.36267, -5.16314, -1.14037], [4.43636, -4.10029, -2.05169], [2.93295, -4.66602, -2.77601], [3.16635, -2.81322, -0.35634], [1.64658, -3.39468, -1.03647], [2.45737, -1.01566, -1.69952], [3.69794, -1.82778, -2.63594], [2.17373, -1.65552, -4.32181], [1.48698, -3.11314, -3.61753], [-0.16036, -1.28801, -4.16261], [0.61031, -0.27467, -2.93736], [-0.70944, -2.97252, -2.39944], [0.01187, -1.90595, -1.18855], [-2.36319, -1.19618, -2.96456], [-1.62339, -0.13429, -1.77630], [-2.15410, -1.92773, -0.01182], [-3.01094, -2.80669, -1.26508], [-4.69744, -1.63121, -0.09423], [-4.47106, -0.76152, -1.60979], [-2.98932, 0.88081, -0.35034], [-4.69013, 0.88772, 0.08651], [-2.55233, -0.60810, 1.66847], [-4.25271, -0.44155, 2.09282], [-2.92894, 1.17114, 3.38939], [-3.96482, 2.04161, 2.24122], [-0.61908, 0.64452, 3.02544], [0.44070, -0.70061, 1.34377], [-0.69300, 0.14504, 0.25023], [0.69043, 3.32744, 0.69989], [2.39001, 3.09229, 1.23417], [0.59228, 2.86745, 3.17795], [2.41255, 0.84617, 2.47966]],
  "forces_ev_per_angstrom": [[-0.2, 0.1, 0.2], [0.2, 0.1, -0.1], [-0.2, -0.2, 0.1], [0.0, 0.3, 0.0], [0.1, -0.3, 0.0], [-0.1, 0.4, -0.3], [0.1, -0.4, 0.3], [-0.2, 0.3, -0.2], [0.1, 0.0, 0.1], [0.0, -0.3, 0.0], [-0.1, 0.3, -0.2], [0.4, 0.0, -0.1], [0.0, 0.0, 0.3], [-0.6, 0.5, 0.3], [0.5, 0.2, -0.3], [-0.3, 0.2, -0.4], [-0.2, 0.2, -0.1], [0.3, -0.1, 0.3], [0.0, -0.8, -0.2], [-0.5, 0.3, 0.5], [0.3, -0.3, 0.1], [0.0, -0.1, 0.0], [0.1, 0.0, 0.0], [0.0, -0.1, -0.1], [-0.1, 0.0, 0.1], [-0.1, 0.0, 0.1], [0.1, 0.0, -0.1], [0.1, 0.1, 0.0], [0.0, -0.1, -0.1], [0.0, -0.1, -0.1], [-0.1, 0.1, 0.0], [0.0, 0.0, -0.1], [0.0, -0.1, 0.1], [0.0, -0.1, 0.1], [0.0, 0.1, -0.1], [0.0, 0.1, 0.0], [0.1, -0.1, 0.1], [0.1, -0.1, 0.1], [-0.1, 0.0, 0.0], [-0.1, -0.1, 0.0], [0.0, 0.1, 0.0], [0.0, 0.1, 0.0], [0.0, -0.1, 0.1], [0.0, -0.1, 0.0], [-0.1, 0.1, 0.0], [0.0, 0.0, 0.1], [0.1, 0.0, -0.1], [0.1, -0.1, -0.1], [0.0, 0.0, -0.1], [-0.1, 0.0, -0.1], [0.1, 0.0, -0.1], [0.0, -0.1, -0.2], [0.0, 0.0, 0.2]]
}

=====

No. 4
{
  "formula": "C16H32O4",
  "method": "ωB97M-V/def2-TZVPD",
  "smiles": "C1CCOC1.C1CCOC1.C1CCOC1.C1CCOC1",
  "lumo_energy_ev": 0.716,
  "largest_force_ev_per_a": 1.9,
  "e_above_lowest_kj_mol": 63.21,
  "species": ["C", "C", "C", "O", "C", "H", "H", "H", "H", "H", "H", "H", "H", "C", "C", "C", "O", "C", "H", "H", "H", "H", "H", "H", "H", "H", "C", "C", "C", "O", "C", "H", "H", "H", "H", "H", "H", "H", "H", "C", "C", "C", "O", "C", "H", "H", "H", "H", "H", "H", "H", "H"],
  "xyz": [[16.97411, -17.41313, -13.07959], [18.15903, -18.28825, -13.37507], [18.80790, -18.49315, -12.01453], [17.87653, -18.01853, -11.04906], [16.61705, -17.72863, -11.62474], [16.18535, -17.49908, -13.83172], [17.22246, -16.34835, -13.15366], [18.78902, -17.87787, -14.16788], [17.85236, -19.24616, -13.80791], [19.76625, -17.99023, -11.85617], [19.04338, -19.54910, -11.83480], [16.11006, -16.85127, -11.22048], [15.92578, -18.57132, -11.51017], [13.26864, -11.70288, -15.25873], [12.59848, -13.05054, -14.98159], [13.77323, -13.95287, -14.50744], [14.95744, -13.21370, -14.80861], [14.61311, -11.86529, -14.56484], [12.68391, -10.88967, -14.82975], [13.48178, -11.58356, -16.31719], [12.07199, -13.39823, -15.87052], [11.86768, -13.02568, -14.17111], [13.81706, -14.89516, -15.05323], [13.72317, -14.11358, -13.42496], [15.37312, -11.27376, -15.09297], [14.73250, -11.58013, -13.50993], [22.12032, -13.03120, -12.09831], [23.60013, -13.22062, -12.24270], [23.90792, -12.51416, -13.56733], [22.68334, -12.30666, -14.22500], [21.59958, -12.97336, -13.55309], [21.91313, -12.06100, -11.63229], [21.59612, -13.75043, -11.46688], [23.88309, -14.27474, -12.30013], [24.23161, -12.78079, -11.46979], [24.57620, -13.13143, -14.18524], [24.37772, -11.53073, -13.44839], [21.53902, -14.00105, -13.92981], [20.70511, -12.39012, -13.73743], [16.98561, -12.32436, -10.18683], [16.72765, -13.34668, -11.28256], [17.80853, -13.05066, -12.31530], [18.07751, -11.66586, -12.13794], [17.40441, -11.11212, -10.98617], [17.82324, -12.72248, -9.60506], [16.15245, -12.24720, -9.49104], [15.73757, -13.22184, -11.72807], [16.88039, -14.34775, -10.87191], [17.57778, -13.30237, -13.35548], [18.70690, -13.65749, -12.11154], [16.59084, -10.41471, -11.18603], [18.24810, -10.61804, -10.49700]],
  "forces_ev_per_angstrom": [[-0.7, 0.8, -0.5], [0.3, -0.5, -0.9], [0.4, -0.3, 0.1], [-0.1, 0.3, 0.9], [-0.1, -0.1, -1.3], [-0.2, -0.4, 0.3], [0.3, -0.1, 0.2], [0.3, 0.2, 0.4], [-0.2, 0.0, 0.3], [-0.2, 0.4, -0.2], [-0.3, 0.0, 0.0], [0.4, 0.0, 0.6], [0.1, -0.1, -0.1], [-0.1, -0.1, 1.2], [-0.1, -0.5, 0.3], [-0.1, 0.3, -0.7], [-0.2, -0.5, 0.4], [1.4, 0.8, -1.1], [0.0, 0.2, -0.4], [-0.3, 0.2, 0.0], [0.2, -0.3, 0.1], [-0.1, 0.3, -0.1], [0.1, -0.1, 0.2], [-0.1, -0.2, -0.1], [-0.1, 0.0, 0.2], [-0.7, -0.3, 0.1], [-1.5, 0.9, 0.4], [1.0, -0.2, -0.2], [0.4, -0.2, -0.2], [-0.9, 0.2, -0.6], [1.8, -0.3, 0.5], [0.1, 0.0, -0.1], [0.2, -0.2, -0.2], [-0.1, 0.0, -0.1], [-0.4, 0.0, 0.3], [-0.1, 0.1, 0.0], [0.0, -0.2, 0.2], [-0.4, 0.1, -0.2], [-0.2, -0.1, 0.2], [0.1, -0.8, 0.1], [0.0, -0.8, -0.3], [0.1, -0.3, 0.5], [-0.3, 0.6, -0.8], [1.6, -0.6, 0.5], [0.1, 0.3, 0.0], [-0.1, 0.4, -0.2], [0.0, -0.2, 0.1], [-0.5, -0.1, -0.2], [-0.5, 0.4, 0.1], [0.1, 0.3, 0.3], [0.0, -0.1, -0.5], [-0.6, 0.6, 0.3]]
}